# 1
Formula: C19H27N3O6S
Source: the Open Molecules 2025 dataset
Level of theory: the ωB97M-V functional and the def2-TZVPD basis

Positions of all 56 atoms, in Å:
C 3.48694 2.58486 0.14135
C 2.36787 3.04636 0.66692
C 2.15155 3.26140 2.13822
N 0.77606 3.04360 2.52082
C 0.36731 1.87837 3.03797
O 1.07770 0.98565 3.43712
N -1.04201 1.74637 3.17475
C -1.99850 2.56249 2.68159
O -1.81660 3.68586 2.26239
C -3.41023 1.95487 2.72378
H -4.14582 2.75166 2.60424
H -3.56787 1.40473 3.65784
O -3.60523 1.08443 1.60898
C -3.12182 -0.14522 1.68734
O -2.58759 -0.61363 2.66400
C -3.33070 -0.91979 0.39038
N -2.03501 -1.37747 -0.08529
S -1.04535 -0.05749 -0.52848
O -0.71147 0.66885 0.67194
O -1.77431 0.70200 -1.49764
C 0.33689 -0.90685 -1.30843
C 0.07307 -1.43213 -2.57634
C 1.13375 -1.97040 -3.30982
C 2.39798 -2.00469 -2.74111
C 2.63854 -1.55978 -1.45392
C 1.58954 -1.00207 -0.70765
C 1.87948 -0.58421 0.69538
H 1.00712 -0.20030 1.20319
H 2.64235 0.19255 0.70881
H 2.26573 -1.43185 1.26023
C 4.01352 -1.66628 -0.87087
H 4.70524 -2.08350 -1.59792
H 4.01023 -2.30601 0.01047
H 4.37701 -0.68686 -0.56447
H 3.21874 -2.41049 -3.31610
C 0.93747 -2.50384 -4.69817
H 0.43838 -1.77011 -5.32757
H 1.89732 -2.74813 -5.14584
H 0.33127 -3.40934 -4.68417
C -1.30911 -1.44917 -3.14854
H -2.04191 -1.58647 -2.36082
H -1.52701 -0.50114 -3.63701
H -1.41326 -2.24994 -3.87480
H -1.55958 -1.90469 0.63830
C -4.27345 -2.09679 0.62157
H -5.26710 -1.73331 0.86925
H -3.90387 -2.70874 1.44137
H -4.32731 -2.70286 -0.27814
H -3.71558 -0.23764 -0.37221
H -1.31014 0.79963 3.43414
H 0.06306 3.65680 2.13830
H 2.41846 4.29290 2.40002
H 2.77168 2.57727 2.72241
H 1.52289 3.29376 0.03878
H 3.60666 2.45644 -0.92110
H 4.33701 2.33034 0.75453

Output
highest occupied orbital energy	-8.80	eV
lowest unoccupied orbital energy	0.643	eV
energy relative to the best compared isomer or geometry (same formula, charge and spin)	115.70	kJ/mol
energy	-47732.522	eV

=====

# 2
Formula: C19H27N5O2SSn
Source: the Open Molecules 2025 dataset
Level of theory: the ωB97M-V functional and the def2-TZVPD basis

Positions of all 55 atoms, in Å:
N 0.70872 2.96026 -1.11386
C 0.72226 4.11396 -1.02245
C 0.74401 5.54852 -0.90546
H -0.28049 5.93976 -0.94232
H 1.32157 5.97771 -1.73398
H 1.20775 5.83953 0.04518
N 2.74187 -1.65321 -1.52822
C 3.73279 -2.24495 -1.57935
C 4.95736 -2.99581 -1.64200
H 5.63124 -2.53903 -2.37770
H 4.73905 -4.02828 -1.94143
H 5.43759 -2.99704 -0.65658
N -2.19222 -1.64977 -1.21827
C -3.26690 -2.07424 -1.09237
C -4.58397 -2.63209 -0.95108
H -4.57544 -3.42696 -0.19292
H -4.90398 -3.05526 -1.91239
H -5.29280 -1.84956 -0.64700
Sn 0.30646 0.02204 -1.72409
C 0.36746 -1.81052 0.20204
O 0.48216 -2.67657 0.93847
C 2.17992 0.71786 0.08773
O 3.04035 0.89686 0.81675
C 0.87816 1.33224 -3.67116
C -0.52210 1.40214 -3.51416
C -1.29002 0.21683 -3.51178
C -0.65566 -1.03354 -3.66566
C 0.74963 -1.10705 -3.78904
C 1.51751 0.07884 -3.79004
H 1.47610 2.24479 -3.70016
H -1.01018 2.36871 -3.38497
H -2.37264 0.26381 -3.38828
H -1.24430 -1.95106 -3.69277
H 1.23640 -2.07243 -3.92284
H 2.59836 0.02289 -3.92447
C -2.91433 -0.84019 2.19392
N -1.72007 -0.54095 2.97608
C -1.60991 -1.12636 4.30596
C -0.93215 0.49026 2.59010
S -1.22803 1.31789 1.13518
N 0.09936 0.83373 3.45464
C 0.62366 2.20048 3.37094
C 1.12093 -0.19398 3.69931
H -3.54391 -1.51765 2.78063
H -2.65179 -1.29872 1.23530
H -3.46885 0.08444 1.98665
H -0.94686 -1.99997 4.29049
H -1.23654 -0.38674 5.01783
H -2.60390 -1.46047 4.61458
H 1.07901 2.45056 4.33439
H 1.37353 2.29825 2.57738
H -0.20439 2.88175 3.16519
H 1.20503 -0.89314 2.85621
H 2.08574 0.30277 3.84781
H 0.88743 -0.75133 4.61404

Output
highest occupied orbital energy (alpha / beta)	-21.25 / -21.06	eV
lowest unoccupied orbital energy (alpha / beta)	-15.520 / -16.672	eV
charge	+4
energy relative to the best compared isomer or geometry (same formula, charge and spin)	0.00	kJ/mol
energy	-48306.183	eV

=====

# 3
Formula: C19H27N5O3
Source: the Open Molecules 2025 dataset
Level of theory: the ωB97M-V functional and the def2-TZVPD basis

Positions of all 54 atoms, in Å:
C -0.62395 2.72524 -4.15540
N -1.36986 1.55651 -3.81192
C -1.86415 0.63549 -4.80250
C -2.63421 -0.38930 -3.97484
N -2.64245 0.19147 -2.65626
C -3.23331 -0.45718 -1.52907
C -1.87625 1.31825 -2.56432
C -1.61752 2.05397 -1.41507
H 0.04067 2.99080 -3.32510
H -0.02004 2.52244 -5.05087
H -1.27606 3.59094 -4.36523
H -2.52412 1.13522 -5.52782
H -1.03983 0.17889 -5.36647
H -3.65504 -0.53978 -4.35044
H -2.13183 -1.36901 -3.98353
H -3.58242 0.30184 -0.82113
H -4.08620 -1.06323 -1.86381
H -2.52215 -1.11549 -0.99930
H -2.06836 1.74238 -0.48538
H -0.98955 2.92807 -1.48820
C 2.12281 5.83361 0.61180
C 1.61806 4.47455 1.03525
O 1.82234 3.54872 -0.04953
C 1.47862 2.25852 0.29343
C 1.67799 1.35111 -0.82520
C 1.49412 -0.00838 -0.68388
C 1.72399 -0.94651 -1.83274
N 1.04252 -0.42453 0.52280
N 1.41241 -1.55388 0.98803
C 0.50629 -2.04993 1.97971
N 1.20892 -3.04962 2.62516
C 0.81479 -3.77164 3.73895
C 1.74457 -4.63437 4.36465
C 1.36419 -5.37894 5.47862
C 0.05794 -5.27234 5.97981
C -0.86121 -4.40552 5.37566
C -0.48664 -3.65044 4.26062
O -0.64966 -1.69181 2.16060
O 1.05821 2.00445 1.41624
H 1.92906 6.55163 1.41297
H 3.20403 5.82874 0.43597
H 1.62412 6.20189 -0.29093
H 2.16549 4.12857 1.92149
H 0.54462 4.51876 1.26410
H 2.05059 1.75017 -1.76674
H 2.20140 -0.38787 -2.64912
H 2.37709 -1.78516 -1.55196
H 0.77316 -1.35249 -2.21696
H 2.13771 -3.15391 2.22917
H 2.75868 -4.69309 3.96351
H 2.09060 -6.04125 5.95246
H -0.23739 -5.86631 6.84517
H -1.87481 -4.30876 5.76583
H -1.17798 -2.96149 3.78172

Output
highest occupied orbital energy	-6.97	eV
lowest unoccupied orbital energy	-1.148	eV
energy relative to the best compared isomer or geometry (same formula, charge and spin)	424.64	kJ/mol
energy	-33731.621	eV

=====

# 4
Formula: C19H27N8O5SV
Source: the Open Molecules 2025 dataset
Level of theory: the ωB97M-V functional and the def2-TZVPD basis

Positions of all 61 atoms, in Å:
V 0.45730 -1.33516 -0.24732
O 2.18214 -1.24387 1.00718
C 2.15860 -2.25596 2.01237
C 1.58609 -3.54835 1.45633
N 0.31409 -3.28760 0.77105
C -0.87008 -3.17397 1.61586
C -1.95942 -2.32913 0.90063
O -3.02716 -2.16600 1.49186
O -1.62777 -1.83717 -0.22508
C 0.11109 -4.21868 -0.34508
C 1.09284 -3.89152 -1.48468
O 1.52242 -4.81175 -2.16927
O 1.34493 -2.64454 -1.60349
H 2.99529 -1.21473 0.42850
H 1.51448 -1.86340 2.80228
H 3.15931 -2.39448 2.42602
H 1.47418 -4.29653 2.25241
H 2.27805 -3.95227 0.71507
H -0.61602 -2.64690 2.53829
H -1.28176 -4.15261 1.89178
H -0.89586 -4.06310 -0.73050
H 0.21086 -5.25823 -0.01414
N 2.38564 1.79891 0.63837
C 2.60409 1.34003 -0.74469
S 3.96986 0.17220 -0.94546
N 2.73115 2.57724 -1.49976
C 2.61237 2.68810 -2.88244
C 2.23983 3.92936 -3.41120
C 2.13666 4.11690 -4.77818
C 2.38878 3.06863 -5.65145
C 2.74493 1.83351 -5.12830
C 2.86252 1.63215 -3.76251
H 2.18064 0.96850 1.19149
H 3.31368 2.07962 0.95124
H 2.28652 3.33242 -0.99669
H 2.03254 4.75218 -2.73488
H 1.84826 5.08894 -5.16059
H 2.30165 3.20979 -6.72110
H 2.93538 0.99963 -5.79261
H 3.15298 0.66940 -3.36537
N 0.37791 0.31891 -1.77015
C 1.32828 0.66329 -1.18671
C -4.35274 0.50386 3.33559
C -4.29045 1.55745 2.23369
C -4.55275 0.92592 0.86873
C -2.96976 2.33564 2.26212
N -1.81072 1.48067 2.07533
C -1.30442 0.95968 0.95857
N -0.35216 0.12919 1.30107
N -0.27561 0.15467 2.64274
N -1.14910 0.95920 3.11834
H -5.35594 0.07872 3.38327
H -4.10881 0.92433 4.31334
H -3.66792 -0.31902 3.12399
H -5.05934 2.31597 2.42165
H -3.87753 0.08769 0.68033
H -4.46226 1.65581 0.05975
H -5.56319 0.51697 0.83754
H -2.82122 2.83343 3.21944
H -2.95042 3.08730 1.47195
H -1.63289 1.15876 -0.04652

Output
⟨S²⟩	3.76
highest occupied orbital energy (alpha / beta)	-4.57 / -4.72	eV
lowest unoccupied orbital energy (alpha / beta)	2.383 / 2.379	eV
charge	-1
spin multiplicity	4
energy relative to the best compared isomer or geometry (same formula, charge and spin)	0.00	kJ/mol
energy	-78826.672	eV